ORCA calculation (ωB97M-V/def2-TZVPD) on C15H27Br9O6S3 as an isolated structure at a distorted geometry.

Structure (XYZ):
```
60
Properties=species:S:1:pos:R:3:mulliken_charge:R:1
C 0.696 2.183 4.383 0.9671
Br 1.215 0.395 3.854 -0.0576
Br 2.194 3.353 4.667 -0.0481
Br -0.482 2.091 5.898 -0.0210
H 0.191 2.592 3.520 -0.7375
C 1.755 -1.290 -5.050 -0.3450
Br 3.115 -2.397 -4.213 -0.0046
Br 1.653 0.516 -4.452 0.0146
Br 0.021 -2.123 -4.895 0.0104
H 2.076 -1.286 -6.076 0.3123
C -1.905 5.352 3.885 0.3630
Br -2.707 5.369 5.626 -0.0364
Br -0.240 6.300 3.855 -0.0340
Br -3.060 6.040 2.498 -0.0528
H -1.723 4.323 3.617 -0.2835
C -4.216 -1.916 -3.266 -0.6385
C -4.421 -0.643 -2.425 -0.7810
C -4.200 -1.004 -0.914 0.5070
S -3.701 -2.745 -0.879 1.0959
O -4.906 -3.515 -0.740 -0.6560
O -2.594 -2.934 0.001 -0.6211
C -3.172 -2.771 -2.581 -0.4636
H -3.988 -1.739 -4.312 0.3983
H -5.173 -2.430 -3.135 0.3222
H -5.425 -0.235 -2.508 0.3206
H -3.690 0.134 -2.653 0.2481
H -5.106 -0.945 -0.326 0.5910
H -3.375 -0.384 -0.590 -0.9270
H -3.133 -3.770 -3.004 0.4612
H -2.169 -2.341 -2.499 0.0873
C 5.219 -1.611 2.124 -0.6112
C 5.569 -2.878 1.351 -0.5401
C 4.312 -3.085 0.477 -0.7782
S 3.646 -1.443 0.073 1.0939
O 2.332 -1.347 0.636 -0.5960
O 3.896 -1.083 -1.299 -0.6325
C 4.850 -0.564 1.103 -0.6689
H 6.113 -1.306 2.695 0.3517
H 4.574 -1.723 3.003 0.2707
H 5.792 -3.794 1.879 0.3680
H 6.355 -2.577 0.649 0.2592
H 3.532 -3.385 1.190 0.3529
H 4.257 -3.716 -0.402 0.4240
H 4.491 0.380 1.505 0.4122
H 5.769 -0.326 0.566 0.3619
C -0.935 0.353 -0.613 0.1243
C -0.100 1.539 -1.145 -0.2462
C -0.884 2.795 -0.871 -0.9595
S -1.521 2.563 0.790 1.2301
O -2.903 2.958 0.864 -0.7363
O -0.629 3.044 1.833 -0.7016
C -1.337 0.770 0.786 -0.1759
H -0.341 -0.542 -0.690 0.5577
H -1.826 0.290 -1.248 -0.6028
H 0.132 1.473 -2.202 -0.1019
H 0.855 1.488 -0.613 0.3313
H -1.707 2.955 -1.568 0.3849
H -0.349 3.748 -0.854 0.4919
H -2.200 0.304 1.256 0.6423
H -0.490 0.542 1.438 -0.2969
```

Properties
- Frontier orbital gap: 9.480 eV
- Total energy: -25399.78402 Ha
- F_max: 2.9 eV Å⁻¹
- Energy above the lowest of the compared OMol25 structures with the same formula, charge and spin: 0.0 kcal per mole
- E_HOMO: -9.7 eV